Entry 1:
Density functional theory data (the ωB97M-V functional and the def2-TZVPD basis) for C34H53BN6O2P2SSr as an isolated structure at a distorted geometry.

maximum force: 1.23 eV/Å
HOMO level: -6.291 eV
total energy: -2942.95335 hartree
2S+1: 1
molar mass: 770.3 g mol⁻¹
energy relative to the best compared isomer or geometry (same formula, charge and spin): 0.00 kJ/mol
Kohn-Sham gap: 0.242 Eh

Last column: Mulliken charge in e.
Geometry (Å):
H: 0.657 -6.611 -2.847  0.29
H: -5.767 -0.906 -0.536  0.33
H: -5.392 4.287 1.360  0.50
N: 0.199 3.124 1.263  0.38
H: 5.642 0.661 -0.349  0.19
C: 4.810 1.158 -0.847  -1.91
C: -2.114 4.878 -1.528  -1.70
C: -5.041 -4.164 -0.397  -0.19
H: 2.798 1.435 -2.631  0.67
H: 4.565 2.068 -0.300  0.29
N: -3.893 -1.709 -0.315  -0.20
C: 5.479 -1.437 1.320  -1.99
H: -5.040 2.011 -0.914  0.35
H: -1.644 -8.556 0.204  0.28
C: 0.084 -6.566 -1.930  -0.91
H: -2.772 3.151 -3.547  0.52
C: -0.481 -7.731 -1.405  1.08
H: 4.281 -3.877 1.091  0.51
H: 4.831 -1.435 -1.636  0.36
H: -1.945 -6.385 1.353  0.50
H: -4.716 4.494 -0.252  0.31
N: -3.723 -4.081 -0.259  -0.35
H: 4.598 3.519 1.421  0.41
C: 3.933 -0.903 -1.949  -2.17
H: -1.512 5.332 -0.742  0.12
P: -2.237 2.455 0.123  0.90
C: 1.234 4.038 1.113  0.91
H: 0.362 -4.460 -1.682  0.44
C: 3.512 -1.962 2.760  -2.13
O: 0.312 -3.123 0.814  -0.66
C: 3.985 -1.755 1.311  2.04
C: -3.189 -2.854 -0.227  0.10
H: 2.674 -3.338 0.588  0.19
H: 2.176 1.922 -1.048  0.21
H: 4.154 1.377 1.710  0.16
C: -4.473 4.204 0.771  -1.83
H: -3.134 5.245 -1.432  0.33
H: -0.040 -8.922 -3.002  0.23
C: 2.453 3.350 1.303  0.66
H: -0.480 3.325 -3.023  0.61
H: 0.304 5.940 0.704  0.35
H: 4.076 -3.064 -0.455  0.32
C: -1.203 3.493 1.270  -0.65
C: -0.806 -5.302 -0.092  -0.42
H: -3.378 1.378 2.432  0.33
C: -1.209 -7.656 -0.213  -0.69
H: 3.831 -1.156 3.421  0.42
H: -5.923 1.927 0.608  0.57
H: -3.082 1.720 -2.557  0.37
H: -3.403 3.070 2.952  0.49
H: 0.141 3.338 -1.370  0.32
H: -4.913 2.205 2.687  0.53
H: 5.692 -0.480 1.799  0.31
C: 2.464 1.065 -1.656  -2.07
H: 4.122 -0.498 -2.948  0.56
C: -5.204 -1.831 -0.463  0.26
C: -4.935 1.816 0.151  -2.20
C: 3.648 5.394 0.961  -0.90
H: 2.424 -2.056 2.818  0.34
Sr: -0.535 -0.812 1.067  1.03
H: -0.938 -9.680 -1.800  0.22
C: -5.852 -3.054 -0.515  -0.95
C: -2.040 3.349 -1.534  2.15
C: -1.374 -6.452 0.437  -0.42
H: -1.599 3.322 2.271  0.17
H: 2.459 7.129 0.548  0.39
C: 1.231 5.398 0.844  -0.98
S: -1.008 -3.758 0.722  1.64
H: 6.012 -2.213 1.878  0.51
H: -4.062 3.184 -2.352  0.37
H: -6.922 -3.133 -0.633  0.37
N: -0.281 -8.953 -2.026  -0.56
H: -1.722 5.250 -2.480  0.50
C: 2.450 6.068 0.761  -0.87
O: -1.622 -4.032 2.003  -0.74
C: 3.589 0.252 -1.005  2.16
B: 0.714 1.795 1.554  0.32
H: 3.939 -2.891 3.145  0.54
H: 3.025 0.585 2.791  0.23
C: 3.660 4.029 1.241  -0.91
C: -0.643 2.938 -2.013  -2.16
N: -1.827 -2.700 -0.110  -0.52
P: 2.861 -0.424 0.596  1.15
N: 2.152 2.021 1.563  0.43
H: 5.151 1.465 -1.841  0.58
H: -0.542 1.853 -2.043  0.33
H: -5.455 -5.167 -0.416  0.42
H: -3.756 4.923 1.171  0.29
C: 3.139 0.982 1.782  -0.85
H: 5.895 -1.416 0.312  0.31
H: -4.596 0.788 0.271  0.31
C: -3.894 2.335 2.314  -2.10
C: 3.733 -3.081 0.577  -1.85
H: 4.584 5.934 0.907  0.39
H: -1.322 4.561 1.082  -0.02
H: 1.579 0.445 -1.817  0.25
C: -3.952 2.770 0.841  2.08
C: -0.081 -5.360 -1.274  -0.48
C: -3.056 2.812 -2.546  -2.15
H: 3.113 -1.621 -2.030  0.32

=====

Entry 2:
Density functional theory data (the ωB97M-V functional and the def2-TZVPD basis) for C34H53Br16ClN5OPS as an isolated structure at a distorted geometry.

maximum force: 5.26 eV/Å
HOMO level: -8.278 eV
total energy: -44060.31336 hartree
2S+1: 1
molar mass: 1924.8 g mol⁻¹
Kohn-Sham gap: 0.275 Eh

Last column: Mulliken charge in e.
Geometry (Å):
H: 3.793 1.884 4.311  0.42
H: -3.724 -7.476 1.002  0.40
H: -0.828 5.194 -8.415  0.35
C: 6.858 2.093 -4.438  -0.59
H: -4.002 -5.736 1.165  -0.45
H: 0.563 -2.838 2.750  0.57
N: -2.143 -0.050 -2.772  0.62
C: -0.303 -2.222 2.528  -1.71
H: -3.260 1.345 8.619  0.40
H: -0.327 7.736 5.165  0.36
H: -1.831 2.386 8.772  0.34
H: -1.625 0.125 -4.796  0.26
Br: -2.921 2.213 -7.225  -0.13
C: -2.466 -0.624 1.944  -0.37
Br: 5.823 0.652 -5.240  -0.14
C: -5.438 -2.579 -0.051  -0.87
Br: 0.496 3.545 -7.139  -0.04
Br: 4.498 -1.818 0.854  0.00
Cl: -0.174 3.809 -3.722  -0.27
C: 1.118 1.092 -2.880  0.21
H: -2.583 1.987 -3.992  0.10
Br: -5.936 -5.139 -1.234  -0.14
C: -1.039 4.157 -8.164  -0.58
H: -3.321 0.022 1.770  0.46
C: 6.262 -1.886 1.672  -0.63
P: 1.213 2.308 -4.232  0.09
H: -7.156 -3.774 0.418  0.44
H: -2.239 -0.786 -2.081  -0.47
O: 2.672 3.054 -4.087  -0.27
H: -1.094 -2.388 4.506  0.53
H: -0.621 0.737 7.164  0.00
C: 1.193 1.451 -1.488  1.28
H: 0.457 0.057 -5.281  0.58
H: 0.771 7.002 6.350  0.35
H: 7.293 1.664 -3.538  0.35
H: -5.653 -4.391 1.124  0.30
C: -2.082 -0.619 -4.138  -0.57
H: 5.054 2.987 -3.620  0.11
C: -1.413 0.489 7.863  -0.25
H: 1.629 -2.169 0.786  -0.20
Br: 5.619 -3.559 3.901  -0.14
Br: 0.807 4.122 5.744  -0.08
Br: 2.015 0.949 2.770  0.34
C: -1.981 -6.372 1.590  -0.76
C: -0.416 -1.675 1.235  1.74
C: 0.836 -0.719 -4.618  -1.45
C: 0.830 -1.184 -2.098  -0.67
H: -1.458 -7.083 2.223  0.40
H: -3.112 -0.747 -4.502  0.50
H: -2.174 4.411 -6.329  0.32
C: -2.322 -1.138 3.215  -0.75
H: -3.110 4.599 -7.824  0.37
H: -5.681 -2.215 -1.045  0.49
C: 0.873 -0.873 -0.780  -0.29
H: 4.375 0.457 3.425  0.01
H: 7.616 -3.343 2.469  0.36
H: -0.084 -2.204 -5.885  0.46
C: -1.523 -0.897 0.948  -0.34
Br: 2.120 0.852 6.491  -0.19
Br: -4.176 -6.901 3.357  -0.14
H: 6.525 3.964 -3.446  0.37
H: 6.956 -1.635 0.873  0.36
C: -1.231 -1.967 3.517  -0.28
H: 1.864 -0.928 -4.948  0.50
C: 0.943 -0.235 -3.182  -0.05
C: -2.299 4.054 -7.346  -0.58
H: 7.650 2.339 -5.138  0.39
C: 0.023 -2.012 -4.813  -1.25
H: -0.976 0.113 8.786  0.40
N: -3.331 1.927 -3.301  -0.71
H: -1.581 -6.426 0.579  0.35
H: 2.798 -0.964 4.933  0.30
H: 4.200 -0.252 5.752  0.39
C: -3.189 0.884 -2.600  0.30
N: 1.375 2.675 -1.022  -0.60
Br: -1.512 -4.582 2.236  0.06
Br: 5.526 4.308 -5.674  -0.17
H: -1.635 -0.470 -0.043  0.12
H: -3.769 1.014 -0.665  0.33
C: 6.560 -3.253 2.225  -0.59
C: 0.026 5.647 4.826  -0.64
C: 5.990 3.272 -4.092  -0.35
H: 0.587 -2.863 -4.415  0.35
C: -1.395 -2.002 -4.171  -0.67
N: 1.175 0.976 0.801  -0.67
H: -3.030 -0.907 4.004  0.39
H: 0.712 5.870 4.011  0.34
C: -3.468 -6.585 1.570  0.16
H: -0.923 5.315 4.416  0.36
Br: -1.614 6.635 6.958  -0.14
C: -0.110 6.837 5.739  -0.55
C: 3.558 0.861 4.022  -0.55
H: -1.335 -2.385 -3.148  0.27
C: 0.697 -1.969 0.250  -0.93
Br: -2.382 -1.022 7.108  -0.16
H: 2.632 3.855 -4.629  0.29
H: -4.395 -0.297 -1.490  0.20
C: -6.087 -3.900 0.259  -0.65
N: -4.134 0.678 -1.548  -0.47
H: -1.070 3.567 -9.074  0.36
H: 0.691 -2.224 -2.372  0.57
C: 3.283 -0.031 5.206  -0.46
Br: -2.803 2.599 6.520  -0.13
C: -2.330 1.647 8.147  -0.60
S: 1.430 2.618 0.596  0.10
C: 1.079 0.498 -0.420  0.80
H: -2.025 -2.673 -4.760  0.52
H: 6.289 -1.108 2.429  0.32
H: 6.275 -4.054 1.550  0.37
H: -5.729 -1.835 0.689  0.46
Br: -3.484 -2.660 0.060  0.05
H: 0.424 -2.887 -0.287  0.42

=====

Entry 3:
Density functional theory data (the ωB97M-V functional and the def2-TZVPD basis) for a 3-piece molecular cluster, C34H53NO5S overall at a distorted geometry.

maximum force: 4.35 eV/Å
HOMO level: -8.689 eV
total energy: -2156.08359 hartree
2S+1: 1
molar mass: 587.9 g mol⁻¹
SMILES: CCOc1cc(CCCS)c2c(c1)C(=O)c1cc(OC[C@@H](C)O)c(N)cc1C2=O.CCCCCC.CCCCCC
Kohn-Sham gap: 0.281 Eh

Last column: Mulliken charge in e.
Geometry (Å):
O: 2.690 1.971 1.343  -0.33
H: -1.046 -1.694 3.530  0.35
H: 2.788 -0.872 3.393  0.32
H: -4.159 -1.179 0.111  0.06
C: -1.307 -5.692 5.778  -1.20
H: 6.183 0.493 0.396  0.38
C: 7.955 -0.192 -2.319  -0.42
C: 1.684 2.543 -1.027  -0.14
C: 6.439 -0.397 -2.303  -0.90
C: 8.459 0.469 -3.594  -1.19
C: -2.591 3.014 0.901  -0.08
H: -3.336 -3.788 5.829  0.39
C: 5.882 1.894 -1.244  -0.72
H: 4.513 1.057 0.211  0.12
H: 4.047 -0.477 2.077  0.27
H: -0.046 2.403 2.273  0.19
C: -2.853 -3.880 3.740  -0.42
C: -4.614 1.817 -2.469  -0.63
H: 1.464 0.185 1.660  0.31
H: 2.690 2.428 -1.577  -0.21
C: -3.744 2.325 0.006  0.52
C: 1.833 3.258 -5.752  -0.63
C: -1.221 -4.173 5.723  -0.37
O: -7.008 0.165 0.377  -0.46
H: -6.870 -2.091 -0.811  0.07
H: -3.099 -4.946 3.685  0.35
C: 1.564 2.327 0.515  0.49
H: 6.923 2.229 -1.278  0.47
H: 5.742 2.126 0.897  0.41
C: -4.901 1.560 0.675  -0.42
H: 0.015 4.091 -3.777  0.36
C: 2.012 3.178 -4.130  -0.31
H: 6.158 -1.031 -3.152  0.41
H: -6.856 -0.623 -2.439  0.24
C: 0.532 3.092 -3.522  -0.26
H: 0.035 1.272 -5.909  0.14
C: 0.464 2.886 -1.942  0.30
C: 5.561 1.356 0.143  -1.08
C: -2.293 3.322 -2.083  0.01
H: -4.020 -2.997 0.309  0.20
H: -0.353 -3.874 5.129  0.20
C: 2.183 0.906 2.209  -0.20
C: -0.933 3.019 -1.269  -0.10
H: 6.171 -0.964 -1.405  0.32
H: 1.045 4.072 -5.932  0.33
H: -4.963 1.509 1.823  0.37
H: -0.101 2.263 -3.995  0.16
H: -1.435 -6.125 4.783  0.28
C: -1.450 -2.087 2.595  -0.99
H: -0.700 -1.921 1.816  0.34
C: -5.953 0.878 -0.256  0.11
O: -2.375 4.153 -3.021  -0.53
C: -2.493 -3.515 5.184  -0.83
H: 8.048 1.474 -3.718  0.27
H: -0.389 -6.106 6.203  0.38
C: -3.572 2.491 -1.552  0.35
H: 3.881 0.568 3.673  0.29
H: 5.766 1.380 -3.327  0.42
C: -1.107 2.856 0.287  0.46
H: -4.546 1.902 -3.607  0.33
H: 2.470 4.201 -3.845  0.32
H: 4.545 0.611 -2.338  0.27
H: -0.861 -4.134 2.916  0.37
H: -3.772 -3.346 3.469  0.16
H: -2.342 -1.511 2.333  0.14
O: -6.607 -3.456 0.811  -0.57
S: 1.233 1.677 -6.518  -0.24
H: 8.437 -1.171 -2.222  0.39
H: 5.267 2.784 -1.422  0.37
C: 0.130 2.520 1.141  -0.52
C: -5.788 0.996 -1.817  0.18
H: 8.193 -0.124 -4.473  0.29
C: 3.339 -0.016 2.840  -1.07
H: 2.688 2.295 -3.881  0.15
H: -2.126 -3.920 1.723  0.37
H: -4.424 -2.254 -1.349  0.23
H: -5.604 -0.816 1.745  0.12
H: -1.044 -3.799 6.737  0.37
H: 2.792 3.603 -6.276  0.38
C: -6.529 -0.998 1.100  -0.40
H: -2.390 -2.428 5.270  0.35
H: -5.780 -3.737 1.260  0.35
C: -6.209 -2.230 0.112  0.31
C: 5.606 0.886 -2.363  -0.42
C: -1.774 -3.571 2.701  -0.53
C: -4.626 -2.185 -0.217  -0.57
H: 9.548 0.560 -3.566  0.38
H: 1.634 1.383 3.109  0.21
O: -2.841 3.583 1.989  -0.54
H: -7.373 -1.292 1.832  0.34
H: 8.272 0.392 -1.450  0.23
H: -2.144 -6.013 6.405  0.29
H: -7.601 0.857 -2.865  0.28
N: -6.717 0.345 -2.755  -0.55

=====

Question: The highest maximum force belongs to which entry?
Answer: C34H53Br16ClN5OPS